ORCA calculation (ωB97M-V with the def2-TZVPD basis set) on a cluster of 6 separate species, C44H101N2O4P2 in total at a distorted geometry.

**HOMO-LUMO gap**: 6.84 eV
**Charge**: +1
**Energy**: -2829.67026 hartree

```
153
Properties=species:S:1:pos:R:3:forces:R:3:lowdin_charge:R:1
C -3.708307 3.048151 2.180768 0.942 -1.239 0.014 -0.152
O -4.495028 3.048471 0.936323 0.171 1.681 1.541 -0.253
C -5.468399 4.163754 0.902309 -1.150 0.691 0.885 -0.198
C -4.910751 5.574529 1.524506 -0.633 0.031 0.098 -0.221
C -5.691279 6.921014 0.989708 -0.117 -0.086 -0.999 -0.197
C -5.095608 8.332479 1.658678 -0.446 -0.284 0.307 -0.200
C -3.878017 8.033759 2.715918 -0.277 1.179 0.081 -0.250
C -3.313829 9.398267 3.487655 -1.018 -1.459 0.552 -0.189
C -2.513847 8.821888 4.835164 -0.035 -0.039 -0.077 -0.212
C -0.916993 9.196220 4.856524 -0.050 0.012 1.080 -0.220
C 0.050347 8.157830 4.034428 0.739 0.364 0.053 -0.198
C 0.658229 6.923968 4.956212 0.545 -0.986 -0.607 -0.198
C 0.119939 5.454504 4.382010 -0.996 1.144 0.435 -0.255
C 0.842880 4.165739 5.091560 -0.864 -0.149 0.726 -0.262
P 2.167701 3.290069 4.031741 -0.218 -3.859 1.523 0.871
O 1.782044 1.571720 3.803621 -0.460 3.573 0.969 -0.246
O 3.757501 3.295272 4.824555 -2.850 -3.616 1.631 -0.233
C 3.784843 2.180504 5.796029 1.994 -5.664 3.888 -0.203
N 3.983726 1.157908 6.572135 -1.914 9.217 -6.880 0.175
P 2.500510 4.196555 2.059364 1.391 1.559 -3.135 0.805
N 1.060577 3.829399 1.065971 1.285 -1.113 1.620 -0.178
O 3.873160 3.433911 1.280324 -2.376 -0.756 2.846 -0.328
H -2.696922 3.665284 2.035034 -2.263 -0.919 0.482 0.085
H -3.348654 1.925580 2.364784 -0.942 2.324 -0.526 0.102
H -4.307244 3.366042 3.136807 1.096 -0.375 -1.937 0.102
H -5.858596 4.338807 -0.198128 1.000 -0.699 2.203 0.124
H -6.367248 3.822671 1.609954 1.621 0.775 -1.724 0.143
H -3.784462 5.676985 1.223722 -2.082 -0.181 0.832 0.112
H -5.089764 5.519278 2.697893 0.843 0.124 -2.510 0.111
H -5.523288 6.966940 -0.189879 -0.328 -0.075 2.500 0.111
H -6.876041 6.863891 1.119775 2.663 -0.039 -0.039 0.124
H -4.808328 9.044758 0.769198 -0.305 -1.340 1.926 0.115
H -5.953442 8.878211 2.280130 1.805 -1.204 -1.399 0.119
H -2.963013 7.539010 2.178439 -1.790 0.634 1.143 0.103
H -4.335853 7.363096 3.587070 1.219 1.265 -2.045 0.114
H -4.298649 9.974943 3.837434 2.382 -0.976 -0.778 0.119
H -2.642445 10.073635 2.807470 -1.310 -1.328 1.330 0.116
H -2.576985 7.633164 4.866866 0.005 2.450 -0.154 0.096
H -3.111472 9.200129 5.795024 1.654 -0.702 -2.003 0.122
H -0.542499 9.168916 5.989688 -0.779 0.136 -2.410 0.116
H -0.758617 10.299893 4.490495 -0.289 -2.217 0.568 0.115
H -0.482541 7.692685 3.081335 1.066 1.116 1.959 0.112
H 1.003093 8.785785 3.686517 -2.189 -1.440 0.529 0.124
H 0.392901 7.006431 6.095428 0.389 -0.087 -2.224 0.121
H 1.846661 6.882137 4.868441 -2.496 0.292 0.216 0.118
H 0.172016 5.459559 3.213195 0.047 -0.185 2.127 0.080
H -1.038065 5.403214 4.665535 2.522 -0.124 -0.708 0.133
H 1.336559 4.463731 6.118696 -0.823 -0.623 -2.049 0.131
H -0.003138 3.356449 5.322645 2.054 1.480 -0.510 0.127
H 0.807950 1.408661 3.972172 1.414 0.140 -0.023 0.098
H 0.382802 3.207880 1.559194 0.614 0.415 -0.968 0.041
H 1.418544 3.377472 0.195924 -0.546 0.194 0.696 0.034
H 4.052104 2.586429 1.784477 0.069 0.928 -1.205 0.069
C -0.171567 -0.410859 -4.863769 -0.116 0.019 -0.154 -0.103
C 1.175730 0.294782 -4.884719 0.083 -0.068 0.019 -0.263
C 1.866834 0.322463 -3.519765 0.148 0.051 -0.001 -0.220
C 1.116950 1.079961 -2.418017 -0.254 -0.076 -0.088 -0.235
C 0.801916 2.546203 -2.728387 0.069 -0.134 0.106 -0.276
C 2.045216 3.400153 -2.923146 -0.112 0.232 -0.165 -0.111
H -0.884620 0.099349 -4.210679 0.006 -0.076 -0.030 0.068
H -0.600626 -0.432067 -5.870401 -0.015 -0.045 0.156 0.076
H -0.064781 -1.444365 -4.519587 -0.055 0.108 -0.003 0.060
H 1.051208 1.311901 -5.272895 0.053 -0.051 0.039 0.101
H 1.829777 -0.225924 -5.594628 -0.029 0.127 0.099 0.110
H 2.866201 0.753497 -3.641234 -0.033 -0.022 0.037 0.104
H 2.025032 -0.709478 -3.181349 -0.024 0.071 -0.028 0.097
H 1.713346 1.032572 -1.498890 0.044 -0.009 0.022 0.097
H 0.177527 0.560824 -2.192853 0.088 0.010 -0.021 0.102
H 0.223111 2.960981 -1.893626 -0.111 -0.028 -0.087 0.089
H 0.161433 2.622308 -3.612858 0.014 -0.037 0.102 0.105
H 2.681566 3.372229 -2.032810 0.105 -0.026 -0.060 0.060
H 1.761115 4.442101 -3.103006 0.130 -0.096 0.017 0.076
H 2.634878 3.065490 -3.781052 0.000 0.042 0.150 0.074
C 0.242558 -3.470942 -2.005594 -0.197 0.036 0.066 -0.105
C 1.284606 -3.088993 -0.965484 0.109 0.022 -0.059 -0.271
C 2.650833 -3.732788 -1.211341 0.080 0.022 0.108 -0.229
C 2.676155 -5.264465 -1.153887 -0.157 -0.052 -0.091 -0.216
C 2.182880 -5.879491 0.159073 0.116 -0.082 -0.149 -0.269
C 3.032357 -5.493925 1.360192 -0.083 -0.068 0.214 -0.108
H 0.039724 -4.545230 -1.998544 0.012 0.082 -0.049 0.064
H -0.700278 -2.954333 -1.800601 0.043 -0.082 -0.111 0.074
H 0.572400 -3.187331 -3.009968 -0.024 -0.086 0.066 0.062
H 0.914959 -3.342363 0.034457 0.064 -0.010 -0.038 0.100
H 1.406657 -1.999138 -0.979727 0.021 -0.042 0.046 0.088
H 3.364221 -3.330252 -0.484485 0.002 -0.037 -0.034 0.088
H 3.018445 -3.419296 -2.196753 -0.042 -0.006 0.065 0.111
H 3.703802 -5.600107 -1.338321 -0.063 0.016 0.027 0.105
H 2.075955 -5.670413 -1.977102 0.071 0.053 0.046 0.099
H 2.199569 -6.971948 0.058359 -0.061 0.131 -0.029 0.102
H 1.139393 -5.604828 0.343447 0.009 -0.010 -0.051 0.098
H 4.074191 -5.797210 1.215202 -0.072 0.068 0.022 0.062
H 2.657714 -5.991358 2.260702 0.114 0.085 -0.055 0.074
H 3.007563 -4.416171 1.543307 0.054 -0.047 -0.002 0.066
C -7.822362 1.421360 -5.581055 -0.127 0.030 -0.151 -0.114
C -6.475066 2.127001 -5.602004 0.110 -0.073 0.022 -0.274
C -5.783962 2.154681 -4.237049 0.101 0.058 0.006 -0.229
C -6.533846 2.912179 -3.135302 -0.188 -0.057 -0.027 -0.228
C -6.848880 4.378422 -3.445672 0.008 -0.105 0.160 -0.273
C -5.605579 5.232371 -3.640431 -0.043 0.209 -0.127 -0.116
H -8.535415 1.931567 -4.927964 0.027 -0.078 -0.038 0.066
H -8.251421 1.400150 -6.587685 -0.019 -0.049 0.148 0.072
H -7.715576 0.387854 -5.236873 -0.046 0.093 0.005 0.076
H -6.599588 3.144119 -5.990180 0.047 -0.052 0.051 0.100
H -5.821018 1.606294 -6.311914 -0.030 0.113 0.075 0.106
H -4.784595 2.585715 -4.358519 -0.024 -0.008 0.029 0.098
H -5.625763 1.122741 -3.898634 -0.024 0.084 -0.042 0.110
H -5.937449 2.864790 -2.216175 -0.014 -0.002 -0.037 0.095
H -7.473269 2.393042 -2.910137 0.103 0.023 -0.021 0.104
H -7.427685 4.793199 -2.610911 -0.015 -0.066 -0.107 0.101
H -7.489362 4.454527 -4.330144 0.017 -0.039 0.059 0.101
H -4.969229 5.204448 -2.750096 0.021 -0.025 -0.068 0.063
H -5.889681 6.274318 -3.820290 0.122 -0.089 0.017 0.072
H -5.015918 4.897708 -4.498336 -0.003 0.036 0.098 0.068
C -0.806579 -8.366872 -2.231848 -0.116 0.009 -0.186 -0.110
C -1.623637 -8.757815 -1.009900 0.025 0.063 0.125 -0.270
C -0.775935 -9.329243 0.128680 -0.073 -0.057 0.096 -0.228
C -0.028666 -10.627909 -0.195408 0.074 0.029 -0.167 -0.228
C -0.909354 -11.794371 -0.652789 0.186 -0.020 0.067 -0.274
C -1.905384 -12.246177 0.403975 -0.173 -0.124 -0.057 -0.116
H -0.305542 -9.231102 -2.676091 0.003 0.096 0.022 0.069
H -1.458010 -7.932287 -2.996452 0.140 -0.025 0.023 0.072
H -0.047514 -7.622647 -1.971176 0.013 -0.065 -0.024 0.059
H -2.403737 -9.469535 -1.302503 0.064 0.032 0.064 0.100
H -2.145262 -7.866405 -0.640874 0.003 -0.122 -0.003 0.104
H -1.420168 -9.488639 0.999791 0.043 -0.006 -0.027 0.101
H -0.039270 -8.575648 0.435062 -0.056 -0.028 -0.036 0.097
H 0.532006 -10.935380 0.695568 -0.047 0.005 -0.060 0.109
H 0.722846 -10.432853 -0.969940 -0.051 0.011 0.079 0.101
H -0.259651 -12.642501 -0.902680 -0.062 0.140 -0.030 0.106
H -1.442197 -11.535146 -1.573213 0.054 0.022 0.024 0.099
H -1.390707 -12.550474 1.320998 -0.073 0.058 -0.055 0.076
H -2.478793 -13.103931 0.037671 0.030 0.097 0.128 0.072
H -2.617430 -11.454472 0.652757 0.048 -0.074 0.028 0.066
C 6.380462 -4.043209 -0.032916 -0.032 0.064 -0.195 -0.118
C 7.137605 -5.346889 0.168895 -0.022 -0.073 0.108 -0.269
C 7.836510 -5.438004 1.527102 0.077 -0.107 0.018 -0.227
C 8.922112 -4.385672 1.780162 -0.068 0.143 -0.059 -0.230
C 10.059181 -4.357087 0.754637 0.012 0.079 0.180 -0.275
C 10.860988 -5.648616 0.709714 0.129 -0.046 -0.172 -0.115
H 7.051063 -3.179903 -0.016171 -0.057 -0.033 0.014 0.068
H 5.872559 -4.049542 -1.002371 -0.004 0.082 0.103 0.066
H 5.622665 -3.908281 0.745247 0.064 0.033 -0.037 0.061
H 7.859532 -5.481590 -0.644366 -0.035 -0.014 0.089 0.103
H 6.426494 -6.177932 0.087822 0.110 0.028 -0.011 0.099
H 8.268965 -6.438563 1.632672 -0.014 0.063 0.012 0.103
H 7.082811 -5.352451 2.320241 0.035 -0.012 -0.072 0.108
H 9.347287 -4.560538 2.775841 -0.016 0.008 -0.079 0.110
H 8.463134 -3.390481 1.820797 0.008 -0.080 0.015 0.098
H 10.738805 -3.535323 1.012891 -0.126 -0.051 -0.056 0.105
H 9.670417 -4.130859 -0.243352 -0.026 0.012 0.051 0.098
H 11.294857 -5.873201 1.689376 -0.061 -0.025 -0.092 0.077
H 11.680862 -5.557141 -0.010118 -0.071 -0.095 0.115 0.072
H 10.243625 -6.496904 0.401541 0.075 0.036 0.053 0.067
```
Positions in Å, forces in eV/Å.